(1)
{"formula": "C39H83F3INO14PSi", "method": "the ωB97M-V functional and the def2-TZVPD basis", "homo_ev": -4.758, "largest_force_ev_per_a": 2.66, "energy_ha": -3871.95789, "homo_lumo_gap_ev": 6.57, "total_charge": -1, "spin_multiplicity": 1, "symbols": ["C", "C", "O", "C", "C", "I", "O", "P", "C", "C", "F", "C", "C", "C", "C", "C", "C", "C", "C", "O", "C", "C", "C", "C", "N", "O", "C", "F", "F", "C", "C", "Si", "C", "C", "C", "C", "C", "C", "C", "C", "H", "H", "H", "H", "H", "H", "H", "H", "H", "H", "H", "H", "H", "H", "H", "H", "H", "H", "H", "H", "H", "H", "H", "H", "H", "H", "H", "H", "H", "H", "H", "H", "H", "H", "H", "H", "H", "H", "H", "H", "H", "H", "H", "C", "O", "H", "H", "H", "H", "C", "O", "H", "H", "H", "H", "C", "O", "H", "H", "H", "H", "C", "O", "H", "H", "H", "H", "C", "O", "H", "H", "H", "H", "C", "O", "H", "H", "H", "H", "C", "O", "H", "H", "H", "H", "C", "O", "H", "H", "H", "H", "C", "O", "H", "H", "H", "H", "C", "O", "H", "H", "H", "H"], "positions_angstrom": [[-0.5590, -3.5401, 3.8737], [-1.8233, -3.6594, 3.0304], [-1.9017, -2.5586, 2.1361], [-3.1979, -2.4862, 1.5834], [-3.1918, -2.0612, 0.0840], [-5.3134, -2.4510, -0.4309], [-2.3663, -2.9658, -0.5002], [-0.7605, -2.3328, -1.0191], [0.9052, -1.5074, -1.5022], [2.0559, -1.8421, -0.5958], [3.1106, -0.8852, -0.8643], [-0.2346, -4.1627, -1.2365], [0.7763, -4.4304, -2.3140], [1.8848, -5.1956, -2.0022], [2.8608, -5.4978, -2.9148], [2.7539, -5.0060, -4.1995], [1.6559, -4.2631, -4.5365], [1.4859, -3.6788, -5.9268], [0.6748, -3.9912, -3.6164], [-1.3074, -0.7541, -0.4278], [-2.6886, -0.5860, -0.2608], [-3.2745, -0.2426, -1.6638], [-2.4403, 0.7566, -2.4922], [-2.9187, 0.6360, -3.9319], [-4.2133, 1.1466, -4.2820], [-2.2369, 0.0710, -4.7765], [-2.8068, 0.4535, 0.8661], [-1.9693, 0.1745, 1.8819], [-4.1038, 0.3133, 1.4032], [-2.6916, 1.9065, 0.4781], [-1.2756, 2.3577, 0.0430], [-0.1962, 3.1468, 1.3858], [-0.5677, 2.5780, 3.1378], [1.5876, 2.6755, 0.9686], [-0.3074, 5.0292, 1.1557], [0.8386, 5.7595, 1.3650], [0.8638, 7.1290, 1.2217], [-0.2929, 7.7660, 0.8473], [-1.4409, 7.0568, 0.6367], [-1.4685, 5.6920, 0.7857], [-0.7560, -2.8406, 4.6872], [-0.3860, -4.5253, 4.3173], [0.2786, -3.1930, 3.2679], [-2.6856, -3.6276, 3.7122], [-1.8266, -4.5769, 2.4254], [-3.6255, -3.4966, 1.5995], [-3.8457, -1.8651, 2.2203], [-1.2959, -2.1598, -2.3426], [-0.1820, -2.4502, 0.2974], [1.1557, -1.6235, -2.5560], [0.7436, -0.4300, -1.3673], [2.5089, -2.8142, -0.7994], [1.8261, -1.7100, 0.4613], [0.1245, -4.5436, -0.2787], [-1.1391, -4.7339, -1.4822], [1.9798, -5.5768, -0.9882], [3.6954, -6.1159, -2.6007], [3.5321, -5.2006, -4.9326], [0.5770, -3.0762, -5.9423], [1.5086, -4.4315, -6.7160], [2.2989, -2.9580, -6.0530], [-0.1746, -3.3835, -3.9127], [-3.2610, -1.1771, -2.2267], [-4.2951, 0.1417, -1.5842], [-1.3784, 0.5291, -2.5138], [-2.6370, 1.7948, -2.2070], [-4.1580, 2.1349, -4.5151], [-4.4568, 0.6919, -5.1586], [-2.9962, 2.4837, 1.3512], [-3.4036, 2.1290, -0.3158], [-1.4165, 3.1345, -0.7194], [-0.6835, 1.5741, -0.4345], [-0.2998, 1.5211, 3.2238], [-1.5944, 2.7529, 3.4672], [0.0902, 3.1004, 3.8445], [2.2835, 2.8725, 1.7901], [1.9536, 3.2206, 0.0980], [1.6340, 1.6012, 0.7534], [1.7645, 5.2817, 1.6691], [1.7855, 7.6619, 1.4224], [-0.3068, 8.8471, 0.7425], [-2.3621, 7.5639, 0.3637], [-2.3695, 5.1017, 0.6441], [4.2128, -1.1195, -4.2887], [2.9298, -0.8859, -3.7304], [4.0828, -1.6303, -5.2418], [4.7386, -0.1731, -4.4595], [4.8088, -1.7514, -3.6233], [3.0547, -0.4392, -2.8838], [5.1264, 3.9481, 1.2511], [4.0596, 4.5803, 0.5442], [4.8434, 3.8601, 2.2961], [5.3084, 2.9505, 0.8434], [6.0332, 4.5500, 1.1741], [4.3235, 4.6508, -0.3769], [-6.3782, 3.7667, 0.8026], [-5.0355, 3.6101, 1.2450], [-6.4079, 4.5951, 0.0983], [-6.7227, 2.8579, 0.3018], [-7.0374, 3.9909, 1.6461], [-5.0212, 2.8736, 1.8648], [-8.1264, -3.4466, 2.1032], [-7.2559, -3.6221, 3.2149], [-8.9592, -4.1397, 2.2055], [-8.5094, -2.4223, 2.0838], [-7.5907, -3.6577, 1.1761], [-6.5264, -3.0037, 3.1050], [-5.0690, -5.9149, -3.4239], [-4.0920, -6.1726, -2.4278], [-4.9943, -6.6938, -4.1805], [-6.0743, -5.9326, -2.9912], [-4.8909, -4.9432, -3.8930], [-4.1699, -5.4770, -1.7674], [1.2808, -0.3467, -8.1350], [2.3291, -0.6884, -7.2383], [1.2875, -1.0647, -8.9523], [0.3138, -0.3914, -7.6271], [1.4341, 0.6582, -8.5403], [2.3124, -0.0511, -6.5169], [-1.3692, -2.6162, 7.6376], [-2.3247, -2.6984, 6.5880], [-0.3997, -2.8980, 7.2333], [-1.3121, -1.5952, 8.0254], [-1.6309, -3.3009, 8.4495], [-3.1780, -2.4480, 6.9518], [7.0143, 1.9490, 4.3258], [7.1222, 3.0623, 3.4372], [6.3397, 1.2223, 3.8834], [7.9936, 1.4857, 4.4754], [6.6087, 2.2728, 5.2856], [7.7187, 3.6998, 3.8368], [8.8848, 6.1700, -0.3042], [7.5546, 6.3613, 0.1640], [8.8340, 5.6946, -1.2804], [9.3994, 7.1302, -0.4003], [9.4423, 5.5238, 0.3792], [7.6101, 6.7804, 1.0268], [3.4009, 0.6894, 5.5534], [4.7139, 0.4271, 6.0502], [3.4629, 1.5229, 4.8580], [3.0085, -0.1843, 5.0287], [2.7286, 0.9562, 6.3727], [4.6493, -0.3103, 6.6622]], "forces_ev_per_a": [[-0.64, -0.09, -0.05], [0.37, 0.49, -0.12], [-0.28, 0.13, 0.12], [-0.52, -0.07, 0.41], [1.55, -0.54, 1.95], [-0.25, 0.04, -0.29], [-0.95, 0.76, -0.38], [2.41, -0.36, 1.08], [-0.50, 0.31, 0.02], [0.28, 0.38, -0.71], [0.06, -0.14, 0.18], [-0.49, 0.10, -1.34], [-0.23, -0.34, 0.84], [0.14, -0.37, 0.99], [0.47, -0.20, -0.07], [0.89, -0.53, -0.11], [-0.72, 0.56, -1.46], [0.54, 0.40, 0.78], [-0.67, 0.37, 0.23], [-0.76, 0.29, -0.33], [1.12, -1.21, -1.15], [0.15, 0.96, 0.51], [-0.95, 0.27, -0.90], [1.12, -0.43, -0.92], [0.24, -0.19, -0.12], [-0.84, 0.25, 0.74], [-1.36, 0.06, -0.45], [0.08, -0.07, 0.07], [0.03, 0.19, 0.01], [0.82, 0.09, -0.21], [-0.17, 0.33, 0.25], [0.55, -0.16, -0.59], [0.31, 0.21, 0.15], [-0.30, -0.20, 0.28], [-0.23, -1.25, 0.34], [1.00, 0.12, 0.41], [0.37, 0.00, 0.11], [0.37, 1.34, 0.03], [-1.48, 0.07, -0.36], [0.09, -0.66, 0.14], [0.20, 0.07, -0.10], [0.35, 0.13, -0.03], [0.03, -0.21, 0.04], [-0.02, -0.30, -0.13], [-0.11, -0.05, 0.22], [-0.01, 0.09, -0.21], [0.10, 0.10, -0.21], [0.01, 0.08, 0.17], [-0.76, -0.09, 0.14], [0.09, -0.35, 0.13], [-0.14, -0.09, 0.04], [-0.10, 0.00, 0.13], [-0.09, -0.12, -0.05], [0.01, 0.17, 0.00], [0.02, 0.12, 0.05], [-0.02, 0.03, -0.04], [0.06, 0.06, -0.15], [-0.07, -0.01, 0.00], [-0.08, -0.24, -0.30], [-0.06, 0.10, -0.01], [-0.04, -0.15, -0.44], [0.01, -0.07, 0.01], [-0.24, -0.05, 0.17], [0.00, -0.23, -0.10], [-0.04, 0.00, 0.27], [0.22, -0.12, 0.24], [-0.03, 0.07, 0.51], [0.04, 0.00, 0.02], [-0.06, -0.09, -0.03], [-0.16, -0.17, 0.19], [0.17, -0.03, 0.06], [-0.27, -0.16, 0.11], [-0.32, 0.00, -0.06], [0.03, -0.20, -0.07], [-0.07, 0.13, -0.16], [-0.04, 0.05, -0.08], [-0.03, -0.05, 0.03], [-0.02, 0.09, 0.00], [-0.07, -0.16, -0.12], [-0.08, 0.13, -0.10], [0.00, -0.06, -0.04], [0.12, 0.10, -0.02], [-0.13, 0.28, -0.09], [-0.15, 0.08, 0.29], [0.22, 0.22, -0.50], [-0.04, 0.02, 0.01], [0.13, -0.08, -0.08], [0.10, -0.01, -0.09], [-0.13, -0.25, 0.14], [-0.07, 0.11, -0.36], [0.05, 0.14, 0.12], [-0.07, 0.02, -0.03], [0.10, -0.05, 0.15], [0.09, -0.13, 0.10], [-0.02, 0.04, 0.00], [0.16, -0.21, 0.20], [-0.28, 0.27, 0.02], [0.06, 0.01, 0.01], [-0.11, 0.06, -0.04], [-0.12, 0.03, -0.09], [0.08, -0.08, -0.10], [0.29, 0.10, 0.09], [-0.13, -0.02, 0.10], [0.04, -0.02, 0.10], [-0.10, -0.04, -0.16], [-0.18, 0.03, -0.09], [0.06, -0.08, -0.05], [0.14, 0.15, 0.27], [-0.11, -0.13, -0.09], [0.04, -0.02, 0.03], [-0.07, 0.03, -0.14], [-0.12, -0.02, -0.09], [0.16, 0.10, 0.08], [0.07, 0.08, 0.33], [0.09, 0.12, -0.20], [0.05, -0.03, 0.02], [-0.07, 0.02, -0.12], [-0.11, -0.02, -0.11], [-0.01, -0.17, 0.15], [-0.33, 0.06, -0.03], [0.10, -0.04, 0.07], [-0.03, -0.01, -0.06], [0.12, -0.03, 0.07], [0.14, 0.02, 0.06], [-0.04, 0.00, -0.09], [0.17, 0.36, 0.03], [0.00, -0.10, -0.08], [-0.02, 0.05, -0.03], [-0.06, -0.11, 0.06], [-0.04, -0.20, 0.05], [-0.01, 0.01, -0.01], [-0.13, 0.12, 0.28], [0.09, -0.01, -0.14], [-0.06, 0.00, 0.01], [0.11, -0.06, -0.07], [0.11, -0.02, -0.10], [-0.11, -0.01, 0.01], [0.10, -0.21, 0.17], [-0.03, 0.09, -0.02], [0.06, -0.01, 0.01], [-0.10, 0.08, -0.06], [-0.09, 0.05, -0.09], [0.04, -0.01, -0.01]], "lowdin_charge": [-0.0640, -0.2646, -0.1593, -0.2883, -0.7290, 0.9401, -0.3030, 0.6786, -0.2657, -0.1969, -0.1365, -0.2112, -0.2785, -0.0893, -0.0990, -0.0780, -0.2834, -0.0387, -0.0249, -0.2752, -0.3918, -0.1592, -0.1010, -0.4843, 0.1094, 0.0568, -0.4271, 0.1243, 0.0179, -0.1384, -0.2056, 0.6225, -0.1671, -0.1653, -0.2419, -0.1095, -0.0903, -0.1171, -0.1111, -0.0921, 0.0466, 0.0751, 0.0743, 0.1147, 0.1247, 0.0826, 0.1054, 0.0584, 0.0397, 0.0555, 0.0736, 0.1030, 0.1010, 0.0767, 0.0852, 0.1063, 0.0955, 0.1067, 0.0739, 0.0769, 0.0514, 0.1132, 0.0886, 0.0891, 0.1147, 0.1017, 0.0843, 0.0812, 0.0876, 0.1081, 0.0776, 0.0662, 0.0290, 0.0275, 0.0268, 0.0218, 0.0308, 0.0327, 0.0859, 0.1028, 0.0991, 0.1012, 0.0989, -0.1559, -0.1387, 0.0611, 0.0735, 0.0793, 0.0521, -0.1560, -0.1451, 0.0659, 0.0850, 0.0517, 0.0783, -0.1480, -0.1407, 0.0756, 0.0798, 0.0734, 0.0674, -0.1879, -0.1364, 0.0734, 0.0754, 0.0011, 0.0602, -0.1750, -0.1322, 0.0715, 0.0710, 0.0751, 0.0431, -0.1560, -0.1383, 0.0749, 0.0781, 0.0710, 0.0728, -0.1599, -0.1298, 0.0729, 0.0755, 0.0737, 0.0756, -0.1481, -0.1358, 0.0762, 0.0751, 0.0705, 0.0702, -0.1576, -0.1296, 0.0776, 0.0724, 0.0745, 0.0733, -0.1443, -0.1402, 0.0738, 0.0797, 0.0749, 0.0706]}

(2)
{"formula": "C14H12N4OS2", "method": "the ωB97M-V functional and the def2-TZVPD basis", "homo_ev": -8.058, "largest_force_ev_per_a": 1.96, "energy_ha": -1631.35872, "homo_lumo_gap_ev": 7.42, "spin_multiplicity": 1, "smiles": "CCSc1nnc(NC(=O)c2ccc3ccccc3n2)s1", "symbols": ["C", "C", "H", "H", "S", "C", "N", "N", "C", "N", "C", "O", "C", "N", "C", "C", "C", "C", "C", "C", "C", "C", "H", "H", "H", "H", "H", "H", "H", "S", "H", "H", "H"], "positions_angstrom": [[-7.3562, -1.3399, -0.0118], [-5.9045, -0.9046, -0.0047], [-5.3800, -1.2567, -0.8932], [-5.3879, -1.2595, 0.8874], [-5.8114, 0.9316, -0.0013], [-4.1024, 1.1585, 0.0036], [-3.5658, 2.3319, 0.0069], [-2.2418, 2.3159, 0.0097], [-1.7408, 1.1272, 0.0087], [-0.4082, 0.8501, 0.0101], [0.0725, -0.4260, 0.0079], [-0.6539, -1.4013, 0.0067], [1.5585, -0.4817, 0.0066], [2.1904, 0.6698, 0.0032], [3.5341, 0.6714, 0.0004], [4.2119, 1.9097, -0.0042], [5.5776, 1.9426, -0.0076], [6.3237, 0.7512, -0.0065], [5.6957, -0.4631, -0.0020], [4.2888, -0.5374, 0.0015], [3.5761, -1.7546, 0.0058], [2.2086, -1.7321, 0.0081], [1.6092, -2.6284, 0.0109], [4.1212, -2.6881, 0.0067], [6.2645, -1.3819, -0.0011], [7.4022, 0.8045, -0.0093], [6.0975, 2.8890, -0.0113], [3.6222, 2.8129, -0.0049], [0.2681, 1.6067, 0.0101], [-2.9231, -0.1674, 0.0045], [-7.8711, -0.9624, 0.8681], [-7.8625, -0.9619, -0.8965], [-7.4132, -2.4260, -0.0124]], "forces_ev_per_a": [[0.11, 0.15, 0.00], [0.25, 0.49, 0.00], [-0.02, -0.08, 0.04], [-0.01, -0.08, -0.04], [-0.64, -0.40, 0.00], [0.84, -0.70, 0.00], [-1.70, 0.17, 0.00], [1.95, 0.10, 0.00], [-1.13, -0.62, 0.00], [0.61, -0.05, 0.00], [-0.35, 0.54, 0.00], [0.32, -0.26, 0.00], [0.73, -0.01, 0.00], [-0.59, -0.16, 0.00], [0.55, -0.36, 0.00], [0.24, 0.06, 0.00], [-0.26, 0.17, 0.00], [0.06, -0.33, 0.00], [0.20, 0.12, 0.00], [-0.33, 0.30, 0.00], [-0.25, 0.11, 0.00], [0.10, 0.00, 0.00], [-0.03, -0.08, 0.00], [0.02, -0.08, 0.00], [0.07, -0.07, 0.00], [0.08, -0.03, 0.00], [0.01, 0.09, 0.00], [-0.07, 0.09, 0.00], [-0.10, -0.07, 0.00], [-0.44, 1.10, 0.00], [-0.10, -0.02, 0.07], [-0.10, -0.02, -0.07], [-0.04, -0.06, 0.00]], "lowdin_charge": [-0.1724, -0.5618, 0.0626, 0.0628, 0.9123, -0.9309, -0.0829, -0.0031, -0.5789, 0.1138, -0.4215, 0.0040, -0.1783, 0.1630, -0.2088, -0.0075, -0.0711, -0.0735, -0.0327, -0.1492, 0.0086, 0.0188, 0.1181, 0.1199, 0.1138, 0.1051, 0.1054, 0.1138, 0.1445, 1.0917, 0.0697, 0.0698, 0.0748]}

(3)
{"formula": "C7H13F2IO", "method": "the ωB97M-V functional and the def2-TZVPD basis", "homo_ev": -9.811, "largest_force_ev_per_a": 3.37, "energy_ha": -847.12171, "de_lowest_kcal_mol": 0.0, "homo_lumo_gap_ev": 9.93, "spin_multiplicity": 1, "smiles": "C[C@@H](OC(C)(C)C)C(F)(F)I", "symbols": ["C", "C", "C", "C", "C", "C", "C", "O", "F", "F", "I", "H", "H", "H", "H", "H", "H", "H", "H", "H", "H", "H", "H", "H"], "positions_angstrom": [[-2.1065, 1.5269, 1.3364], [1.1763, 0.6844, -0.4368], [1.2964, -1.6639, 0.3488], [-0.1862, -0.9895, -1.6747], [-1.7645, 0.2938, 0.4758], [0.3512, -0.6601, -0.2187], [-2.9402, -0.6890, 0.5559], [-0.6665, -0.4414, 0.8305], [-2.5266, -1.7303, -0.1398], [-3.0721, -1.0652, 1.8623], [-4.8165, 0.1826, -0.2794], [-2.5131, 1.1256, 2.3561], [-2.8220, 2.3130, 0.9782], [-1.1331, 2.1200, 1.4393], [0.8071, 1.4580, -1.1590], [1.2333, 1.1345, 0.6309], [2.2356, 0.4662, -0.5819], [2.3275, -1.2477, 0.3194], [1.1851, -2.6528, -0.1488], [0.9936, -1.9623, 1.2850], [-1.0541, -1.6495, -1.6651], [-0.6639, -0.0829, -2.2260], [0.6287, -1.4057, -2.2986], [-1.7159, 0.5749, -0.6128]], "forces_ev_per_a": [[1.17, 0.62, 1.83], [-0.24, 0.71, 2.72], [0.84, -1.04, -2.07], [-1.23, 0.93, -0.03], [-2.25, 1.72, -1.83], [-0.12, 2.54, -1.88], [0.69, 1.05, 0.65], [1.49, -0.17, -0.38], [-1.20, -1.51, -0.40], [-0.69, -0.16, -0.83], [0.80, -0.68, 0.48], [1.07, 1.08, -1.64], [0.39, -1.32, -0.24], [-1.23, -0.93, 0.40], [0.13, -0.94, 0.66], [-0.30, -0.27, -1.65], [-0.21, -0.04, -0.75], [-0.67, -0.94, 0.21], [0.58, 0.71, -0.37], [-0.40, 0.04, 2.63], [0.54, -0.55, 0.07], [1.34, -1.15, 0.98], [-0.44, 0.30, 0.44], [-0.07, 0.00, 0.99]], "lowdin_charge": [-0.0634, -0.0419, -0.0236, -0.0363, -0.4589, -0.5192, -0.8569, -0.0747, 0.0418, 0.0312, 0.8258, 0.1145, 0.0633, 0.0941, 0.0880, 0.1123, 0.0592, 0.0946, 0.1035, 0.0569, 0.0612, 0.1014, 0.0942, 0.1330]}